53
Properties=species:S:1:pos:R:3:forces:R:3:nbo_charge:R:1 method="wB97M-V/def2-TZVPD" e_above_lowest_kj_mol=105.55 e_tot_ha=-1114.16676 multiplicity=1 homo_ev=-8.79 smiles="O=C(CCC1CCCC1)N1CCN(C(=O)COc2ccccc2)CC1" molar_mass_g_mol=344.45 orbital_gap_ev=9.51
O -0.985919 -1.117092 2.602307 -0.19 -0.04 0.39 -0.64
C -0.977374 -1.061387 1.386933 -0.27 -0.14 -0.19 0.69
N 0.171297 -0.804785 0.706990 0.31 0.15 -0.01 -0.45
C 0.387551 -0.859015 -0.719099 0.01 -0.29 -0.25 -0.22
H -0.550439 -0.936453 -1.262380 0.00 0.04 0.03 0.22
C 1.286136 -2.057535 -1.053592 -0.16 0.24 -0.42 -0.24
N 2.531124 -1.939864 -0.322077 -0.27 -0.10 0.01 -0.43
C 3.682176 -1.789918 -1.005346 0.19 -0.03 0.10 0.66
O 3.733880 -1.888734 -2.218772 0.26 0.02 -0.26 -0.63
C 4.961120 -1.515854 -0.205138 0.19 -0.09 -0.24 -0.16
O 4.861114 -0.511586 0.778871 0.02 0.21 0.12 -0.50
C 4.535026 0.761665 0.395188 -0.03 0.24 0.09 0.29
C 4.391478 1.679101 1.436585 0.06 -0.22 -0.05 -0.27
C 4.049580 2.988106 1.167025 0.00 -0.06 0.02 -0.19
C 3.844631 3.401050 -0.140567 -0.04 0.12 -0.13 -0.24
C 3.990744 2.492138 -1.171804 -0.04 0.15 0.07 -0.20
C 4.334461 1.173867 -0.916082 0.11 -0.34 0.01 -0.28
H 4.439575 0.488646 -1.741417 0.03 -0.11 -0.09 0.23
H 3.836492 2.803817 -2.194290 -0.01 0.02 -0.08 0.22
H 3.574861 4.424490 -0.351652 -0.02 0.09 -0.02 0.22
H 3.940436 3.688971 1.980972 -0.01 0.05 0.08 0.22
H 4.553644 1.338582 2.447302 0.02 -0.04 0.13 0.23
H 5.748389 -1.281683 -0.932702 -0.20 -0.05 0.08 0.21
H 5.248886 -2.423037 0.336010 -0.03 0.10 -0.09 0.22
C 2.329991 -1.874044 1.108681 -0.03 0.20 0.42 -0.23
H 3.275736 -1.770736 1.633837 -0.09 -0.06 -0.04 0.24
C 1.414660 -0.690400 1.442814 0.17 -0.12 0.39 -0.23
H 1.173860 -0.684538 2.506700 0.08 0.04 -0.14 0.25
H 1.908273 0.249523 1.172307 0.00 -0.07 0.02 0.20
H 1.841524 -2.802699 1.428885 0.04 0.07 0.02 0.20
H 1.522047 -2.083704 -2.118461 -0.07 -0.04 0.14 0.25
H 0.785605 -2.988426 -0.765178 -0.01 0.04 -0.03 0.19
H 0.895839 0.062836 -1.029024 -0.06 -0.07 -0.05 0.20
C -2.254465 -1.209323 0.583632 -0.02 0.20 0.18 -0.50
C -2.783366 0.168086 0.168341 -0.07 -0.32 -0.31 -0.38
C -4.075852 0.071935 -0.643583 0.23 0.10 0.14 -0.22
C -5.238851 -0.534413 0.162609 -0.10 -0.10 -0.22 -0.41
H -5.353136 -1.602480 -0.016818 0.02 -0.07 0.11 0.21
C -6.470629 0.260588 -0.262029 0.02 0.05 0.17 -0.40
H -7.282125 0.191166 0.460903 -0.09 -0.04 -0.03 0.21
H -6.835241 -0.094740 -1.227404 -0.06 -0.03 -0.05 0.19
C -5.920177 1.674984 -0.402601 -0.07 -0.02 -0.15 -0.40
H -5.766983 2.107903 0.587036 -0.03 0.05 0.06 0.20
H -6.579598 2.333020 -0.966553 -0.03 0.09 0.06 0.21
C -4.574830 1.462282 -1.099296 -0.04 0.03 -0.01 -0.40
H -4.712930 1.473754 -2.180984 0.02 0.05 -0.04 0.20
H -3.862096 2.246516 -0.846721 0.08 0.05 -0.07 0.21
H -5.064143 -0.383083 1.228958 0.03 -0.03 0.11 0.20
H -3.879605 -0.549130 -1.523420 0.01 0.00 0.02 0.20
H -2.026314 0.688060 -0.424238 0.03 0.07 0.03 0.20
H -2.962945 0.760302 1.067964 0.02 0.09 0.04 0.21
H -2.112765 -1.846932 -0.289760 -0.03 -0.02 -0.05 0.21
H -2.980370 -1.689819 1.240124 0.11 -0.05 -0.02 0.24